Record 1
Molecular formula: C5H12FNO2P
Method: DFT, the ωB97M-V functional and the def2-TZVPD basis

CARTESIAN COORDINATES (ANGSTROEM)
C 0.3038 -0.9301 -1.1558
C -0.0100 -0.0255 0.0164
C 1.0245 -1.0688 0.1902
C -0.3911 2.3403 -0.5881
C -1.4668 -0.1000 1.9372
N -0.7997 -1.9044 -1.2797
O 0.4495 1.3258 -0.0617
O -1.3344 -0.1865 0.5294
F 0.6316 -2.1603 0.8863
P 3.6285 0.1235 0.0655
H 0.8193 -0.5946 -2.0311
H -1.3428 2.0664 -0.2667
H -0.2715 2.4652 -1.7471
H -0.1095 3.2886 -0.1866
H -0.4218 0.2712 2.2490
H -1.5784 -1.1030 2.3646
H -2.1782 0.6739 2.1132
H -1.4380 -1.6191 -2.0362
H -1.2774 -1.6912 -0.4142
H -0.3955 -2.8551 -1.2394
H 3.1471 0.4968 1.3382
H 3.0109 1.1871 -0.6835

Results
Energy relative to the best compared isomer or geometry (same formula, charge and spin), kcal per mole: 0.0
Spin multiplicity: 1
Total charge: +1
HOMO energy (spin up / spin down), eV: -12.772 / -12.581


Record 2
Molecular formula: C28H58F9N2O9
Method: DFT, the ωB97M-V functional and the def2-TZVPD basis

CARTESIAN COORDINATES (ANGSTROEM)
C -3.0412 1.0357 -0.8645
C -1.6701 1.2072 -0.0611
O -0.5036 1.3829 -0.9300
C 0.6536 1.0909 -0.0751
N 0.8705 -0.3570 -0.1468
C 2.2493 -0.8617 -0.2165
C 2.6341 -1.5956 -1.6215
C 1.8030 -1.1073 -2.8831
C 1.5888 -2.4189 -3.8284
C 0.2724 -3.1655 -3.2477
C -1.0934 -2.4225 -3.7032
C -2.1128 -2.3089 -2.4583
C -3.2820 -3.4076 -2.6243
O -2.8237 -4.7037 -2.1894
C -3.3686 -5.0749 -0.9023
C 3.4171 0.1163 0.2729
C 4.1798 -0.3549 1.5948
F 5.1048 0.6992 1.9021
F 4.9905 -1.4496 1.2251
C 3.2706 -0.6057 2.8749
F 1.9242 -0.2218 2.7524
F 3.8098 0.2174 3.9085
C 3.2876 -2.0888 3.4666
F 4.5111 -2.3983 4.0890
F 3.0609 -3.0922 2.4933
C 2.1551 -2.3457 4.5929
F 2.4369 -3.5070 5.3437
F 0.9126 -2.6192 3.9725
F 2.0477 -1.3097 5.5186
N 3.0559 1.5544 0.4420
C 1.8872 2.0529 -0.3504
C 2.1348 2.2427 -1.9189
C 3.6404 2.0472 -2.4210
C 1.6370 3.5565 0.2322
O 0.2629 3.9769 0.1719
C 0.0062 4.8908 -0.8901
C -0.8838 4.3181 -2.1060
O 0.4177 6.0532 -0.9606
H -3.4007 -0.0458 -0.7156
H -2.9741 1.2415 -1.9772
H -3.8308 1.6792 -0.3373
H -1.5713 0.2753 0.6104
H -1.7673 2.0839 0.6811
H 0.2800 1.3366 0.9916
H 0.3182 -0.9030 0.5203
H 2.2886 -1.7400 0.5352
H 2.4224 -2.7201 -1.5013
H 3.7400 -1.5165 -1.8725
H 2.3861 -0.3717 -3.5510
H 0.7606 -0.7130 -2.6812
H 2.4483 -3.1546 -3.6452
H 1.4931 -2.1591 -4.9272
H 0.1797 -4.2387 -3.6419
H 0.3123 -3.2717 -2.1039
H -0.8368 -1.3337 -3.9838
H -1.5631 -2.8816 -4.6282
H -1.6061 -2.4984 -1.4511
H -2.6062 -1.2801 -2.3889
H -4.2125 -3.0322 -2.0786
H -3.4911 -3.4824 -3.7496
H -2.5044 -5.4379 -0.2367
H -4.0926 -5.9560 -0.9712
H -3.8721 -4.2185 -0.3324
H 4.2177 0.0852 -0.5532
H 2.8105 1.7019 1.4474
H 3.8787 2.1780 0.2917
H 1.4394 1.5879 -2.5585
H 1.8420 3.3179 -2.2040
H 3.7366 2.5965 -3.4204
H 3.8190 0.9293 -2.5518
H 4.4309 2.5331 -1.7377
H 2.2680 4.3144 -0.3627
H 1.9776 3.6633 1.3185
H -1.3678 5.1575 -2.6996
H -1.6389 3.5342 -1.7419
H -0.1714 3.7861 -2.8282
C -5.4327 -3.3943 2.5397
O -4.4683 -2.8951 1.6170
H -6.3785 -3.5361 2.0175
H -5.0945 -4.3525 2.9425
H -5.5715 -2.6772 3.3500
H -3.6436 -2.7793 2.1035
C 0.8909 -2.0482 -7.9633
O -0.3287 -2.0930 -7.2350
H 1.6976 -2.3993 -7.3195
H 0.8219 -2.6961 -8.8403
H 1.0985 -1.0212 -8.2745
H -1.0241 -1.7788 -7.8252
C -6.7468 0.7543 4.1105
O -6.2631 -0.4643 3.5611
H -7.6189 0.5390 4.7273
H -5.9722 1.2144 4.7293
H -7.0339 1.4348 3.3050
H -5.4935 -0.2490 3.0208
C 0.9371 7.4241 2.6842
O 1.6901 7.8296 1.5515
H 0.9528 8.2261 3.4217
H -0.0967 7.2253 2.3890
H 1.3797 6.5238 3.1204
H 1.6600 7.1032 0.9145
C 0.8985 0.8784 7.9600
O 0.2015 0.4315 6.8049
H 0.3162 1.6653 8.4386
H 1.0259 0.0482 8.6593
H 1.8751 1.2766 7.6721
H 0.7351 -0.2626 6.4003

Results
Spin multiplicity: 1
Total charge: +1
HOMO energy, eV: -11.048


Record 3
Molecular formula: C6H23NO6
Method: DFT, the ωB97M-V functional and the def2-TZVPD basis

CARTESIAN COORDINATES (ANGSTROEM)
C -1.5442 3.2038 0.2577
C -1.1870 1.9484 -0.5500
C -0.6432 0.8112 0.3209
N -0.8488 -0.5270 -0.3090
C -2.2134 -0.7469 -0.8400
C -0.3616 -1.5455 0.6055
C 0.6880 -2.3572 -0.1351
O 1.8217 -2.5024 0.2519
H -0.7066 3.8982 0.3727
H -2.3741 3.8005 -0.1095
H -1.6754 2.9442 1.3159
H -0.3112 2.1922 -1.1382
H -1.9898 1.6817 -1.2244
H 0.4344 0.8592 0.5001
H -1.1112 0.7857 1.3124
H -2.9082 -0.0003 -0.4648
H -2.0989 -0.7449 -1.9236
H -2.5350 -1.7544 -0.5699
H -1.1781 -2.2491 0.8217
H 0.0389 -1.2724 1.5810
H 0.4685 -2.7151 -1.1462
O 3.4707 0.0322 -1.5377
H 4.1140 0.0130 -0.8231
H 3.6419 0.8497 -2.0154
O 0.6232 1.9682 -3.2878
H 1.2159 1.3908 -3.7824
H 1.1139 2.2750 -2.5256
O -0.5314 -4.8093 -1.3789
H 0.2669 -4.3021 -1.5663
H -0.3092 -5.0660 -0.4724
O -0.4503 1.7261 3.4092
H -0.6579 1.5082 4.3217
H 0.1671 2.4647 3.4231
O 2.3011 -1.4161 2.6527
H 3.2040 -1.6932 2.5268
H 2.0652 -0.6513 2.1268

Results
Energy relative to the best compared isomer or geometry (same formula, charge and spin), kcal per mole: 78.6
SMILES: CCCN(C)CC=O.O.O.O.O.O
Spin multiplicity: 1
Total charge: 0
HOMO energy, eV: -8.216


Record 4
Molecular formula: C9H32N7O10
Method: DFT, the ωB97M-V functional and the def2-TZVPD basis

CARTESIAN COORDINATES (ANGSTROEM)
N 1.1219 -0.0260 -0.0273
O 1.0461 -0.3703 1.1358
O 0.4553 -0.5526 -0.9164
O 1.8847 0.9259 -0.2590
C -4.1875 -2.1654 3.5815
O -3.0398 -2.5785 4.2042
H -4.1354 -2.2506 2.4960
H -5.1251 -2.6636 3.8280
H -4.3563 -1.0888 3.5601
H -2.2472 -2.1626 3.8575
C 5.8539 3.6824 -3.4796
O 4.6738 4.3006 -2.9649
H 6.3960 3.1904 -2.6720
H 5.7559 2.8720 -4.2020
H 6.6083 4.4262 -3.7361
H 4.1740 3.7051 -2.4018
C 1.4617 -1.9952 -6.8463
O 0.2007 -1.7552 -6.2315
H 2.1882 -1.2154 -6.6176
H 1.8168 -2.9401 -6.4349
H 1.2854 -1.9578 -7.9213
H 0.2653 -1.5333 -5.2997
C 4.5202 -0.7147 6.7799
O 4.7011 -0.2034 7.8314
N 4.2329 0.0076 5.7473
N 4.2017 -2.0034 6.6919
H 4.5353 0.9713 5.7508
H 3.5880 -0.2776 5.0242
H 4.2232 -2.3973 5.7621
H 4.4889 -2.5174 7.5126
C 2.1561 -6.5238 -0.8222
O 2.4446 -7.6648 -0.7656
N 1.6328 -5.8199 0.1704
N 2.3565 -5.7581 -1.8578
H 1.3129 -6.3045 0.9967
H 1.3161 -4.8686 0.0482
H 2.0639 -4.7918 -1.8849
H 3.0299 -6.2007 -2.4666
C -1.4252 4.7818 3.1993
O -2.0994 5.8079 3.4294
N -0.2226 4.9296 2.6488
N -1.8492 3.5079 3.3464
H 0.1201 5.8436 2.3894
H 0.2387 4.1069 2.2875
H -2.6655 3.2851 3.8979
H -1.1402 2.8319 3.1004
C -5.5861 0.7471 -3.2019
C -5.4224 1.7267 -2.0559
C -4.4593 2.8113 -2.4633
O -6.6387 2.3380 -1.7233
H -6.4554 0.1251 -2.9888
H -4.7843 0.0118 -3.2688
H -5.7251 1.2404 -4.1639
H -5.1303 1.2078 -1.1429
H -3.4173 2.5227 -2.6011
H -4.5240 3.6784 -1.8060
H -4.7345 3.1315 -3.4682
H -6.9802 2.5845 -2.5860

Results
Energy relative to the best compared isomer or geometry (same formula, charge and spin), kcal per mole: 90.2
Spin multiplicity: 1
Total charge: -1
HOMO energy, eV: -5.089


Record 5
Molecular formula: C40H36InNO6PSbSe4
Method: DFT, the ωB97M-V functional and the def2-TZVPD basis

CARTESIAN COORDINATES (ANGSTROEM)
In 0.5540 0.6849 1.0273
O -2.4108 -2.9526 1.0695
C -1.6263 -1.8292 1.2872
O -1.1458 -1.2489 0.1390
C -1.3502 -1.4186 2.5365
C -1.8684 -2.1401 3.6991
C -1.6348 -1.6902 4.9443
C -0.8607 -0.5011 5.1528
C -0.3609 0.1177 4.0376
N -0.5612 -0.2757 2.7763
C 0.4439 1.3740 4.1381
O 0.7628 1.8616 5.3246
O 0.8062 1.9845 3.1506
H -3.0104 -2.7324 0.3456
H -2.4538 -3.0287 3.5091
H -2.0244 -2.2234 5.8047
H -0.6924 -0.1239 6.1509
H 0.6775 1.1958 6.0167
C -0.2777 -2.1189 -5.3895
C -0.2079 -2.7391 -4.1463
C 0.3203 -2.0606 -3.0603
C 0.7977 -0.7528 -3.1983
C 0.7132 -0.1348 -4.4429
C 0.1812 -0.8184 -5.5327
P 1.3596 0.0821 -1.6639
C 2.1628 1.6043 -2.2934
C 1.3080 2.6723 -2.5801
C 1.8172 3.9056 -2.9479
C 3.1932 4.0959 -3.0112
C 4.0478 3.0529 -2.6960
C 3.5369 1.8081 -2.3391
C 2.7852 -0.9682 -1.2241
C 3.5665 -1.5199 -2.2126
C 4.7345 -2.2350 -1.8983
C 5.1080 -2.3740 -0.5911
C 4.3088 -1.8656 0.4565
C 4.6871 -2.0647 1.8068
C 3.8665 -1.6637 2.8118
C 2.6418 -1.0207 2.5125
C 2.2658 -0.7099 1.2337
C 3.1054 -1.1570 0.1575
H -0.6927 -2.6474 -6.2395
H -0.5785 -3.7498 -4.0220
H 0.3683 -2.5362 -2.0858
H 1.0744 0.8792 -4.5619
H 0.1217 -0.3267 -6.4972
H 0.2390 2.5330 -2.4617
H 1.1443 4.7274 -3.1601
H 3.5958 5.0680 -3.2708
H 5.1209 3.2037 -2.7000
H 4.2182 1.0167 -2.0576
H 3.2918 -1.3929 -3.2532
H 5.3360 -2.6616 -2.6927
H 6.0229 -2.8983 -0.3336
H 5.6406 -2.5389 2.0163
H 4.1490 -1.7962 3.8481
H 2.0065 -0.7561 3.3483
C -7.6458 -0.8930 -0.2566
C -6.1574 -0.6524 -0.2811
C -5.5410 0.1045 0.7058
C -4.1626 0.3187 0.7405
C -3.6185 1.1531 1.8746
C -3.3667 -0.2445 -0.2710
C -1.8538 -0.0341 -0.3520
O -1.3930 1.0725 0.2547
C -3.9765 -1.0111 -1.2761
C -3.1694 -1.6581 -2.3779
C -5.3564 -1.2029 -1.2686
H -8.1812 -0.0027 0.0793
H -7.8938 -1.7054 0.4321
H -8.0176 -1.1694 -1.2449
H -6.1522 0.5588 1.4807
H -4.4394 1.5067 2.5016
H -3.0515 2.0007 1.4966
H -2.9309 0.5725 2.4893
H -1.5770 -0.0532 -1.4161
H -2.3427 -2.2451 -1.9771
H -2.7258 -0.9096 -3.0396
H -3.8034 -2.3095 -2.9802
H -5.8112 -1.7865 -2.0654
C 0.4036 3.8013 0.8281
O 1.0861 2.6432 0.4290
H 0.4410 4.5469 0.0215
H 0.8526 4.2495 1.7222
H -0.6511 3.5903 1.0518
Se 4.0937 1.1028 5.3160
Sb 3.8290 2.7235 3.5075
Se 3.3550 2.4054 1.0484
Se 5.7408 2.3167 1.8329
Se 3.6929 5.0147 4.2564

Results
Energy relative to the best compared isomer or geometry (same formula, charge and spin), kcal per mole: 0.0
Spin multiplicity: 1
Total charge: -2
HOMO energy, eV: -1.548


Record 6
Molecular formula: C4H12O
Method: DFT, the ωB97M-V functional and the def2-TZVPD basis

CARTESIAN COORDINATES (ANGSTROEM)
C -0.7648 1.0818 -1.4650
C 0.4975 0.7316 -0.6109
O -0.7612 2.4596 -1.4656
H -0.7181 0.7539 -2.5108
H -1.6857 0.6693 -1.0088
H 0.2929 0.8456 0.4580
H -1.0695 2.8375 -0.6065
H 1.3360 1.3726 -0.8679
H 0.7987 -0.2985 -0.7814
C 1.1189 -1.7098 1.8290
C -0.1883 -2.4591 1.5021
H 0.8711 -0.7934 2.3579
H 1.7500 -1.5005 0.9623
H 1.7150 -2.3392 2.4749
H -0.9527 -2.2434 2.2419
H -0.6290 -2.2394 0.5264
H -0.0589 -3.5351 1.5209

Results
Energy relative to the best compared isomer or geometry (same formula, charge and spin), kcal per mole: 5.1
Spin multiplicity: 2
Total charge: +1
HOMO energy (spin up / spin down), eV: -15.057 / -15.051


| no. | electronic energy (a.u.) | M (g mol⁻¹) |
| --- | --- | --- |
| 1 | -843.69699 | 168.1 |
| 2 | -2786.57207 | 737.8 |
| 3 | -748.50675 | 205.3 |
| 4 | -1497.74649 | 398.4 |
| 5 | -12429.66779 | 1210.1 |
| 6 | -234.43246 | 76.1 |